[1]
Computed, not measured: 15 unconnected molecules or ions with the total composition C5H41NO15 at a distorted geometry, with wB97M-V/def2-TZVPD.

Properties
* frontier orbital gap: 9.641 eV
* energy relative to the best compared isomer or geometry (same formula, charge and spin): 313.59 kJ/mol

Geometry (Å):
1 C -2.80444 1.34613 1.06718
2 C -1.70836 2.06519 0.26502
3 C -0.51831 1.05332 -0.28017
4 C 0.04714 0.29210 0.88139
5 C -0.03985 2.85245 -1.84903
6 N 0.48437 2.07949 -0.72429
7 H -3.60470 0.99015 0.40806
8 H -2.37728 0.45570 1.55054
9 H -3.42510 1.95923 1.74872
10 H -1.38104 2.74691 1.06996
11 H -2.11646 2.67957 -0.52777
12 H 0.61485 -0.51022 0.42153
13 H 0.81093 0.83529 1.43277
14 H -0.88606 2.45213 -2.44049
15 H 0.74058 2.93874 -2.63579
16 H -0.44107 3.75980 -1.40780
17 H 1.36401 1.61523 -0.94981
18 H -2.37891 -3.05672 -0.45242
19 H -1.62963 -1.79690 -0.56945
20 O -2.25305 -2.21194 0.02968
21 H 0.76799 -2.85180 -1.80649
22 H 1.54694 -3.42893 -0.63147
23 O 0.84732 -3.63173 -1.26829
24 H -1.65137 1.80796 3.86889
25 H -0.21537 1.49358 3.32280
26 O -1.11331 1.72227 3.07944
27 H -1.64304 0.36461 -1.67695
28 H -3.10359 -0.07348 -4.62796
29 O -0.79881 0.13351 -1.26681
30 H 2.05432 -2.03030 -4.08966
31 H -0.64980 -0.16631 1.59200
32 O 1.63381 -1.78224 -3.27931
33 H 2.02752 -1.53079 0.34204
34 H 1.54412 -2.58175 1.51455
35 O 2.24585 -2.18523 0.98980
36 H 1.09342 4.19453 1.88191
37 H 1.19108 2.98081 1.02117
38 O 1.68718 3.43694 1.74530
39 H 3.49847 -0.44224 2.86773
40 H 4.36786 -1.09186 1.76686
41 O 4.28524 -0.32175 2.33735
42 H 1.91782 2.59085 3.90298
43 H 1.56652 1.62248 2.88886
44 O 1.55871 1.68147 3.85395
45 H 2.08842 -1.08888 -2.79936
46 H -4.27525 -0.32215 -3.59244
47 O -3.66995 0.34034 -3.98996
48 H -2.03200 -2.21620 3.13577
49 H -1.85398 -2.55115 1.61469
50 O -1.35677 -2.44317 2.47649
51 H 3.39320 2.54351 1.33950
52 H 3.99982 1.11244 1.00719
53 O 3.39163 1.82383 0.70825
54 H -0.71144 -4.53812 -1.18314
55 H -1.78281 -4.77565 -2.18173
56 O -1.68599 -4.63427 -1.23444
57 H 3.06433 1.23528 -2.44740
58 H 3.18683 1.11591 -0.97246
59 O 3.00286 0.56917 -1.75521
60 H -3.41653 -0.30914 -1.27754
61 H -4.44226 -1.43072 -1.53721
62 O -4.10323 -0.60708 -1.87739



[2]
Computed, not measured: C5H4Br2N2O in the gas phase at a distorted geometry, with wB97M-V/def2-TZVPD.

Properties
* SMILES: BrC1=CN=N[C@@]2(CO2)[C@H]1Br
* frontier orbital gap: 8.282 eV
* energy relative to the best compared isomer or geometry (same formula, charge and spin): 123.79 kJ/mol

Geometry (Å):
1 Br -1.53015 2.18594 2.20559
2 C -0.88616 0.68124 1.24046
3 C -1.19816 -0.57377 1.60692
4 N -0.79803 -1.69113 0.90652
5 N 0.01858 -1.65912 -0.01175
6 C 0.62184 -0.47136 -0.45020
7 C 1.35023 -0.50387 -1.73033
8 O 2.00478 -0.45181 -0.49727
9 C -0.07788 0.95493 0.03811
10 Br -1.21961 1.69770 -1.39666
11 H -1.80496 -0.79450 2.47135
12 H 1.41297 -1.45006 -2.25327
13 H 1.39089 0.39271 -2.33656
14 H 0.71567 1.68311 0.20708



[3]
Computed, not measured: a gas-phase ion, C5H4BrN2O (charge -1) at a distorted geometry, with wB97M-V/def2-TZVPD.

Properties
* frontier orbital gap (spin up / spin down): 6.950 / 6.949 eV
* total charge: -1
* energy relative to the best compared isomer or geometry (same formula, charge and spin): 0.00 kJ/mol

Geometry (Å):
1 C 0.77357 0.67142 1.27493
2 C -0.21266 -0.37110 1.49554
3 C -1.00122 -0.78830 -0.81844
4 C 0.17896 -0.57792 -1.41977
5 C 1.07817 1.37908 0.18864
6 N 1.37375 2.19200 -0.68811
7 N -0.95584 -1.00135 0.54803
8 O -1.83231 -1.79268 0.97780
9 Br -0.04251 -0.47896 -3.42972
10 H 1.55560 0.79448 2.06180
11 H -0.58699 -0.75498 2.50107
12 H -2.00441 -1.07051 -1.15678
13 H 1.67589 1.79884 -1.53499